Record 1
122
Properties=species:S:1:pos:R:3:mulliken_charge:R:1 method="wB97M-V/def2-TZVPD" gap_ev=5.871 homo_energy_ev=-10.02 lumo_ev=-4.15 charge=+1
C 7.15850 -3.28560 0.36020 -0.506
O 6.25580 -4.32495 0.73592 -0.478
C 4.92150 -3.84661 0.78400 0.151
C 4.00826 -4.76017 0.00062 -0.729
C 3.81388 -4.34971 -1.47212 -0.887
N 2.47989 -3.68784 -1.59709 -0.309
C 1.53061 -4.18677 -2.38601 -0.146
C 0.28762 -3.57349 -2.42625 -0.992
C 0.09332 -2.48144 -1.67461 0.525
C 1.17147 -2.02531 -0.93207 0.368
C 0.98742 -0.78478 -0.10096 -0.126
O -0.11587 -0.27907 0.02419 -0.713
C 2.18713 -0.11502 0.62520 0.771
F 1.73185 0.34338 1.79358 -0.335
F 3.20305 -0.94158 0.89675 -0.152
C 2.74256 1.07983 -0.15764 0.428
F 1.72418 1.92659 -0.36353 -0.212
F 3.67547 1.70825 0.54310 -0.280
C 3.29095 0.69424 -1.54163 1.087
F 2.31479 0.13031 -2.25698 -0.242
F 3.61960 1.85409 -2.14850 -0.324
C 4.55399 -0.18379 -1.56406 0.148
O 4.51319 -1.32711 -1.97228 -0.526
O 5.66589 0.46206 -1.16570 -0.536
N 2.35027 -2.61867 -0.88068 0.348
H 6.78894 -2.70900 -0.47976 0.175
H 7.28574 -2.65372 1.22755 0.205
H 8.10783 -3.73271 0.10461 0.356
H 4.86605 -2.81749 0.45916 -0.047
H 4.61044 -3.86447 1.82396 0.341
H 3.04560 -4.76956 0.49484 0.268
H 4.40768 -5.76296 0.00221 0.534
H 4.51692 -3.57393 -1.73562 0.398
H 3.84750 -5.19620 -2.13127 0.402
H 1.74420 -5.07024 -2.94756 0.489
H -0.48590 -3.99200 -3.03685 0.628
H -0.84746 -1.97857 -1.64054 0.394
H 5.98089 0.03813 -0.34520 0.398
C -3.31306 -1.84228 -2.76725 0.092
O -2.50018 -2.72411 -3.02774 -0.693
N -4.63014 -2.00105 -2.76410 0.182
C -5.53348 -0.92235 -2.40264 -0.831
C -5.19265 -3.29685 -3.12894 -0.605
H -2.99831 -0.82167 -2.48667 0.329
H -6.13034 -1.21520 -1.53792 0.378
H -6.19993 -0.70098 -3.23660 0.380
H -4.96758 -0.02626 -2.15606 0.136
H -4.81734 -4.08182 -2.47425 -0.064
H -4.90332 -3.54527 -4.15068 0.324
H -6.27366 -3.25359 -3.05495 0.410
C -4.88451 -5.93819 -0.81481 -0.043
O -5.96476 -5.40230 -0.66926 -0.628
N -4.12033 -6.41792 0.18169 0.170
C -2.84438 -7.06438 -0.07094 -0.921
C -4.59838 -6.29193 1.55056 -0.975
H -4.42708 -6.08622 -1.80935 0.436
H -2.86756 -8.09155 0.29716 0.361
H -2.03716 -6.52950 0.43218 0.275
H -2.64090 -7.07995 -1.13947 0.297
H -5.55433 -6.80315 1.66010 0.337
H -4.74508 -5.24029 1.79932 0.287
H -3.87286 -6.72944 2.23125 0.380
C -0.11501 6.60266 -0.76972 0.147
O -0.53338 7.74385 -0.80662 -0.638
N 1.15667 6.24260 -0.99847 0.215
C 1.57866 4.85726 -0.94414 -0.866
C 2.13158 7.27728 -1.31000 -0.990
H -0.77100 5.74484 -0.53903 0.233
H 2.34652 4.73395 -0.17761 0.352
H 1.98772 4.55251 -1.90961 0.363
H 0.73340 4.21903 -0.70192 0.164
H 2.19032 7.99250 -0.48986 0.311
H 1.83006 7.81459 -2.20878 0.305
H 3.10613 6.82407 -1.46760 0.373
C 6.22534 -0.42816 3.46460 0.111
O 6.36616 -0.81664 2.30662 -0.603
N 6.90660 0.57352 4.01144 0.147
C 6.70069 0.98574 5.39033 -0.935
C 7.89271 1.27944 3.20162 -0.893
H 5.50693 -0.89915 4.15124 0.316
H 6.37794 2.02675 5.42125 0.351
H 7.63086 0.88488 5.94982 0.350
H 5.93947 0.36617 5.85732 0.294
H 7.41085 1.72099 2.32962 0.240
H 8.65521 0.58246 2.85598 0.284
H 8.35683 2.06168 3.79393 0.378
C -0.19365 -3.81336 2.29046 -0.049
O 0.22893 -4.20208 1.20635 -0.524
N -1.36978 -3.21054 2.46661 0.406
C -1.82805 -2.76479 3.77294 -0.909
C -2.22421 -2.97800 1.30984 -0.234
H 0.38845 -3.92133 3.21904 0.312
H -2.76454 -3.26212 4.02651 0.306
H -1.99350 -1.68757 3.75803 0.321
H -1.08540 -3.00224 4.53127 0.311
H -2.47236 -3.92586 0.83425 -0.086
H -1.69654 -2.35727 0.58309 -0.297
H -3.13027 -2.47169 1.61822 0.470
C -4.22274 8.76182 -2.57577 0.133
O -5.04147 8.79895 -3.47469 -0.607
N -4.07625 9.70162 -1.62869 0.117
C -3.07508 9.58154 -0.58344 -0.578
C -4.94805 10.86379 -1.66066 -0.942
H -3.51168 7.92481 -2.46164 0.252
H -3.56418 9.57385 0.39416 0.331
H -2.38485 10.42555 -0.63117 0.308
H -2.51071 8.66225 -0.70797 0.029
H -5.99014 10.55229 -1.58294 0.285
H -4.82423 11.39855 -2.60262 0.295
H -4.70366 11.52415 -0.83347 0.376
C -3.56365 0.58784 0.96934 0.571
O -3.79851 -0.30630 1.76459 -0.691
N -4.43931 1.53456 0.60811 0.148
C -4.10153 2.57804 -0.34254 -0.947
C -5.77272 1.51239 1.19445 -1.004
H -2.58216 0.68966 0.47279 0.001
H -4.20180 3.55798 0.12578 0.409
H -4.76958 2.53035 -1.20468 0.346
H -3.07556 2.45529 -0.68380 0.247
H -5.70360 1.59602 2.27844 0.301
H -6.26844 0.57128 0.95670 0.299
H -6.35688 2.33994 0.80305 0.401

=====

Record 2
18
Properties=species:S:1:pos:R:3:nbo_charge:R:1 method="wB97M-V/def2-TZVPD" gap_ev=7.364 homo_energy_ev=-3.83 lumo_ev=3.53 charge=-1
C 1.23068 -1.23137 1.55762 -0.615
C 2.60623 -1.34921 0.87610 -0.612
H 0.38969 -1.36972 0.89608 0.242
H 1.18030 -1.91087 2.40935 0.191
H 1.16938 -0.25437 2.03018 0.200
H 3.23232 -0.49182 1.11045 0.195
H 2.51897 -1.38832 -0.21107 0.206
H 3.10714 -2.27505 1.15651 0.191
C -1.14494 0.60557 -0.87069 -0.514
C -1.07962 2.11262 -1.09197 -0.596
C -2.55794 -0.00382 -0.95519 0.756
O -3.22132 0.31478 -1.97796 -0.803
O -2.86949 -0.76570 -0.01024 -0.792
H -0.58133 0.14390 -1.67999 0.189
H -0.77333 0.39136 0.12222 0.191
H -0.04014 2.41836 -0.96772 0.172
H -1.69003 2.62470 -0.33503 0.188
H -1.47657 2.42894 -2.05865 0.211

=====

Record 3
25
Properties=species:S:1:pos:R:3:nbo_charge:R:1 method="wB97M-V/def2-TZVPD" gap_ev=9.257 homo_energy_ev=-8.65 lumo_ev=0.60 charge=0
C 1.78550 -2.39206 -0.39763 -0.628
C 0.82934 -1.37560 -0.94843 -0.066
C -0.35539 -1.76111 -1.59434 -0.173
C -1.20299 -0.90867 -2.25500 -0.296
C -0.90227 0.47008 -2.20911 0.302
O -1.63860 1.43828 -2.84461 -0.673
C 0.21782 0.92263 -1.55457 -0.280
C 1.11529 -0.02992 -1.00224 -0.176
H 1.33580 -3.36139 -0.61083 0.215
H 1.89257 -2.31577 0.69708 0.218
H 2.82215 -2.25296 -0.68753 0.227
H -0.52141 -2.83265 -1.64057 0.205
H -2.02779 -1.20704 -2.88516 0.213
H -2.27233 1.04898 -3.44291 0.477
H 0.53202 1.95508 -1.55173 0.226
H 1.88633 0.43295 -0.39439 0.209
C 0.43017 1.04934 1.95240 -0.727
C -0.27160 1.46628 3.25074 0.678
N -1.62039 1.56965 3.06936 -0.832
O 0.30245 1.79059 4.26669 -0.608
H 0.51909 1.89034 1.26218 0.233
H -0.11594 0.29902 1.38782 0.226
H 1.44824 0.74414 2.18979 0.235
H -2.17459 2.00707 3.77826 0.401
H -2.01348 1.35274 2.16473 0.394

=====

Record 4
12
Properties=species:S:1:pos:R:3:nbo_charge:R:1 method="wB97M-V/def2-TZVPD" gap_ev="8.415 / 8.416" homo_energy_ev="-15.37 / -15.38" lumo_ev="-6.96 / -6.96" charge=+1
C -1.10927 -0.83929 -0.08963 0.248
C -2.08720 0.02235 -0.26552 0.090
C 0.21884 -1.32923 0.16312 -0.358
C 0.52062 0.97938 -0.12780 -0.328
C -0.95449 0.87294 0.08356 0.042
N 1.13512 -0.32089 -0.33572 -0.514
H 0.35982 -1.57619 1.18540 0.258
H 0.44128 -2.28740 -0.20974 0.298
H 0.53057 1.92317 -0.80241 0.318
H 0.78133 1.42844 0.85012 0.270
H -1.30588 1.55263 0.85087 0.258
H 1.46926 -0.42591 -1.30225 0.417

=====

Record 5
17
Properties=species:S:1:pos:R:3:nbo_charge:R:1 method="wB97M-V/def2-TZVPD" gap_ev=8.504 homo_energy_ev=-8.02 lumo_ev=0.49 charge=0
C -0.79134 -1.72705 0.06381 -0.408
N 0.10421 -0.58536 0.03914 -0.435
C -0.44018 0.75053 -0.06906 -0.405
C 1.40966 -0.82911 0.16652 0.711
O 1.92819 -1.91850 0.21691 -0.614
C 2.35350 0.56688 0.26717 -0.339
N 3.62526 0.10228 0.71738 -0.648
S 5.09438 0.63406 -0.08210 0.162
S 4.27714 -1.23475 -0.19578 0.306
H -1.80280 -1.40631 -0.16375 0.202
H -0.46857 -2.46502 -0.67220 0.221
H -0.77646 -2.20084 1.04811 0.208
H -0.28239 1.32314 0.84692 0.201
H 0.02139 1.28567 -0.90240 0.207
H -1.50979 0.68847 -0.25214 0.217
H 2.35594 1.02916 -0.72420 0.202
H 1.93423 1.22537 1.02252 0.213

=====

Record 6
47
Properties=species:S:1:pos:R:3:nbo_charge:R:1 method="wB97M-V/def2-TZVPD" gap_ev=8.368 homo_energy_ev=-8.15 lumo_ev=0.21 charge=0
C -5.29881 -0.86491 1.36490 -0.516
C -4.50636 -0.48658 -0.02548 -0.409
C -3.41607 0.66299 0.17743 -0.418
C -2.79776 0.88827 -1.12634 -0.042
O -1.92798 1.82151 -1.15001 -0.509
C -0.90472 1.69693 -0.09130 -0.110
C 0.18518 2.59731 -0.40697 -0.445
H -0.18820 3.72272 -0.89209 0.232
C 1.30790 2.90155 0.39484 -0.222
N 2.12059 1.60608 0.74438 -0.619
C 3.29514 1.65787 0.35324 0.729
O 3.88147 2.39834 -0.36739 -0.636
C 3.95525 -0.07938 0.58850 -0.469
H 3.60909 -0.11394 1.72708 0.189
H 5.00822 0.19261 0.59873 0.237
C 3.49975 -0.99025 -0.22568 -0.332
C 2.13339 -1.44636 -0.32023 0.075
C 1.34728 -1.27475 -1.48207 -0.265
C 0.15663 -1.48562 -1.67949 -0.158
C -0.62364 -1.97852 -0.35236 -0.244
C 0.05384 -2.08176 0.63610 -0.202
C 1.31654 -1.61907 0.92825 -0.241
H 1.96016 -1.66982 1.76771 0.228
H -0.45971 -2.36157 1.79991 0.179
H -1.63374 -2.15358 -0.74905 0.235
H -0.39662 -1.52464 -2.56460 0.215
H 1.89161 -1.07001 -2.46413 0.208
C 4.40757 -2.07987 -0.13804 -0.540
H 4.07527 -2.68379 0.99096 0.151
H 5.47142 -2.08065 -0.10076 0.232
H 4.12327 -2.88163 -0.90003 0.208
H 3.82070 -0.58507 -1.45824 0.181
H 1.60158 0.92303 1.17652 0.412
H 2.08539 3.46976 0.12637 0.243
H 0.88421 3.16862 1.42890 0.165
H 0.75711 2.56324 -1.46447 0.229
H -0.49623 0.74373 -0.37732 0.205
H -1.13491 2.01867 1.16649 0.183
H -3.59822 1.28380 -1.83496 0.179
H -2.44257 0.15810 -1.37964 0.126
H -2.77168 0.11492 1.09004 0.215
H -4.15867 1.55405 0.85361 0.214
H -4.31111 -1.40797 -0.44558 0.195
H -5.44870 -0.22763 -0.69705 0.187
H -4.73659 -1.21795 1.91274 0.154
H -5.65845 -0.05946 1.72598 0.184
H -6.03782 -1.71928 1.14057 0.186

=====

Max |F| readings, ordered: 2.10 1.08 2.23 4.05 3.14 17.10 eV Å⁻¹